The following is a quantum chemistry calculation of an isolated molecule of C5H10O, from the Open Molecules 2025 dataset.

```
16
Properties=species:S:1:pos:R:3:forces:R:3:lowdin_charge:R:1
C 2.098 -0.517 0.019 -0.065 -0.633 -0.159 -0.10
C 0.790 -1.114 -0.540 0.182 0.398 0.139 -0.19
C -0.382 -0.314 -0.042 -0.501 0.034 -0.072 -0.40
C -1.339 -0.765 0.783 0.590 -0.425 0.077 0.05
C -1.348 1.836 -0.183 -0.135 0.151 -0.275 -0.10
H 2.950 -1.047 -0.442 -0.213 0.300 0.400 0.07
H 2.102 -0.646 1.112 0.239 0.105 -0.337 0.08
H 2.160 0.543 -0.228 0.062 -0.068 0.073 0.07
H 0.805 -1.005 -1.633 -0.044 -0.276 0.186 0.12
H 0.704 -2.177 -0.260 -0.106 0.469 -0.181 0.12
H -2.175 -0.188 1.150 0.082 0.090 -0.104 0.05
H -1.239 -1.785 1.175 -0.090 0.493 -0.296 0.06
H -1.295 2.027 0.894 -0.160 -0.020 -0.108 0.10
H -1.164 2.750 -0.742 -0.018 0.121 0.133 0.09
H -2.333 1.452 -0.479 0.071 0.045 0.255 0.10
O -0.334 0.949 -0.584 0.107 -0.785 0.270 -0.11
```
Positions in Å, forces in eV/Å.

Results
Energy relative to the best compared isomer or geometry (same formula, charge and spin): 97.0 kJ/mol
Orbital gap: 9.892 eV
SMILES string: C=C(CC)OC
Total energy: -271.71566 Ha
HOMO: -8.82 eV